Entry one
The following is a DFT calculation (ωB97M-V with the def2-TZVPD basis set) of the molecule C8H6.

Summary:
molecular weight: 102.14 g mol⁻¹
Kohn-Sham gap: 8.93 eV
net charge: 0
2S+1: 1
highest occupied orbital energy: -0.323 Eh

Each line ends with the Löwdin charge.
Geometry (Å):
C (0.13569, 1.63380, -0.47542)  -0.09
C (1.44998, 0.99376, -0.59987)  -0.11
C (-1.67840, 0.55406, 1.02055)  -0.06
C (-0.72776, 1.18913, 0.41949)  -0.08
C (2.07803, -1.37999, 0.32574)  0.00
C (-3.86215, -0.69190, -0.56405)  0.04
C (1.82751, -0.15016, -0.02131)  -0.09
C (-2.90652, -0.15850, 0.06739)  -0.05
H (0.08630, 2.65190, -0.95512)  0.13
H (2.03572, 1.68016, -1.10620)  0.07
H (-1.94072, 0.43046, 2.10461)  0.10
H (1.97356, -2.22866, -0.40236)  0.08
H (2.47226, -1.59555, 1.36310)  0.08
H (-4.21133, -1.36301, -1.28599)  -0.01

---

Entry two
The following is a DFT calculation (ωB97M-V with the def2-TZVPD basis set) of C8H6 as an isolated structure.

Summary:
molecular weight: 102.14 g mol⁻¹
Kohn-Sham gap: 7.12 eV
net charge: 0
2S+1: 1
highest occupied orbital energy: -0.294 Eh

Each line ends with the Löwdin charge.
Geometry (Å):
C (1.61620, -0.78988, -1.51461)  0.11
C (0.42559, -0.46264, -0.75999)  -0.21
C (-0.91893, -0.54698, -1.36052)  -0.10
C (-1.88588, 0.25552, -0.76542)  -0.01
C (-1.23601, 0.57324, 0.59537)  0.02
C (-0.00891, 0.00467, 0.59711)  -0.33
C (0.67277, 0.29651, 1.74853)  -0.14
C (1.13071, 1.00875, 2.84505)  0.06
H (2.68961, -0.48747, -1.21151)  0.08
H (1.57574, -1.04715, -2.65410)  0.09
H (-1.10915, -1.17922, -2.29371)  0.13
H (-2.87257, 0.01589, -0.90421)  0.06
H (-1.44082, 1.00564, 1.55893)  0.11
H (1.36164, 1.35312, 4.11908)  0.12

---

Entry three
The following is a DFT calculation (ωB97M-V with the def2-TZVPD basis set) of the molecule C8H6.

Summary:
molecular weight: 102.14 g mol⁻¹
Kohn-Sham gap (alpha / beta): 6.94 / 6.95 eV
net charge: 0
2S+1: 1
highest occupied orbital energy (alpha / beta): -0.289 / -0.289 Eh

Each line ends with the Löwdin charge.
Geometry (Å):
C (0.03238, 1.58179, 0.01710)  0.03
C (-0.38202, 0.18863, 0.03136)  -0.21
C (1.44032, 1.55869, -0.14090)  -0.11
C (1.95015, 0.29618, 0.06421)  -0.03
C (-1.68951, 0.17964, 0.01017)  -0.05
C (0.98382, -0.73552, 0.09180)  -0.21
C (-2.98972, 0.46448, 0.01088)  0.03
C (0.92760, -2.02932, -0.14863)  0.10
H (2.11924, 2.39998, -0.06828)  0.09
H (2.87236, 0.26532, 0.50606)  0.09
H (-3.33735, 0.46658, 1.05087)  0.07
H (-3.63741, 0.52166, -0.86258)  0.07
H (-0.02414, -2.44338, -0.43179)  0.07
H (1.73428, -2.71473, -0.13027)  0.06

---

Entry four
The following is a DFT calculation (ωB97M-V with the def2-TZVPD basis set) of the molecule C8H6.

Summary:
molecular weight: 102.14 g mol⁻¹
structure (SMILES): C#C[C@H]1CC=C2C=C21
Kohn-Sham gap: 8.95 eV
net charge: 0
2S+1: 1
highest occupied orbital energy: -0.295 Eh

Each line ends with the Löwdin charge.
Geometry (Å):
C (0.41696, -1.53722, -0.22410)  -0.09
C (1.36751, -0.64658, 0.16810)  -0.12
C (-0.99307, -0.86385, -0.21948)  -0.13
C (1.99408, 0.11205, 1.22378)  0.06
C (-0.74004, 0.38634, 0.76697)  -0.24
C (-0.58730, 1.93354, -1.28744)  0.14
C (-0.81065, 1.45705, -0.18966)  -0.14
C (0.71818, 0.49444, 1.04252)  -0.04
H (-1.23249, -0.29895, -1.17908)  0.09
H (-1.82135, -1.65691, -0.09640)  0.12
H (2.98852, 0.32367, 1.58200)  0.09
H (-1.33895, 0.37740, 1.60764)  0.11
H (-0.39973, 2.33206, -2.29465)  0.06
H (0.43833, -2.41303, -0.90020)  0.09

---

entry three (2.1 kcal/mol below the next structure)

---

Entry one
The following is a DFT calculation (ωB97M-V with the def2-TZVPD basis set) of a 2-piece molecular cluster, C5H16NO overall.

Summary:
molecular weight: 106.19 g mol⁻¹
Kohn-Sham gap: 11.27 eV
net charge: +1
2S+1: 1
highest occupied orbital energy: -0.540 Eh

Each line ends with the Löwdin charge.
Geometry (Å):
C (-1.69933, -0.43797, -0.92062)  -0.13
C (-0.42674, -0.90908, -0.17787)  -0.16
C (0.82434, -0.24417, -0.79482)  -0.41
C (0.83328, 1.33241, -0.97325)  -0.05
C (2.01415, -0.73265, 0.04431)  -0.07
N (-2.23331, 0.89974, -0.43787)  0.22
H (-2.45011, -1.22764, -0.91335)  0.13
H (-1.32556, -0.36325, -1.94396)  0.13
H (-0.31486, -1.98270, -0.33810)  0.13
H (-0.45195, -0.68175, 0.89987)  0.11
H (0.88844, -0.57310, -1.84645)  0.14
H (0.30522, 1.58698, -1.88910)  0.08
H (1.89618, 1.51404, -1.03802)  0.08
H (0.31826, 1.86346, -0.15543)  0.08
H (2.00886, -1.78418, 0.30219)  0.09
H (2.91964, -0.51439, -0.51669)  0.09
H (2.10921, -0.11986, 0.94701)  0.08
H (-1.48424, 1.58058, -0.56768)  0.12
H (-3.18836, 1.04311, -0.75259)  0.18
H (-2.30449, 0.72458, 0.56973)  0.17
H (0.98374, -0.14419, 2.86441)  0.01
H (0.57497, -0.47561, 4.25957)  0.05
O (0.20266, -0.35436, 3.37870)  -0.06

---

Entry two
The following is a DFT calculation (ωB97M-V with the def2-TZVPD basis set) of a 2-piece molecular cluster, C5H16NO overall.

Summary:
molecular weight: 106.19 g mol⁻¹
Kohn-Sham gap: 12.14 eV
net charge: +1
2S+1: 1
highest occupied orbital energy: -0.562 Eh

Each line ends with the Löwdin charge.
Geometry (Å):
C (0.08954, -1.89237, -0.41353)  -0.05
C (0.62537, -0.50958, -0.70823)  -0.30
C (-0.39582, 0.67605, -0.74445)  -0.35
C (-0.70651, 0.94042, -2.22476)  -0.07
C (-1.72848, 0.32975, 0.00370)  -0.04
N (1.63882, -0.23119, 0.38957)  0.21
H (-0.65793, -2.19600, -1.16034)  0.10
H (-0.52597, -1.87306, 0.49439)  0.08
H (0.66331, -2.81595, -0.35512)  0.09
H (1.13486, -0.56663, -1.67010)  0.15
H (0.15839, 1.52705, -0.35518)  0.13
H (-1.24964, 1.88727, -2.27780)  0.09
H (-1.27067, 0.21648, -2.81309)  0.09
H (0.22182, 1.08189, -2.78373)  0.08
H (-2.40863, 1.16271, -0.10681)  0.09
H (-1.52387, 0.01992, 1.01886)  0.06
H (-2.08789, -0.51535, -0.57972)  0.08
H (1.30949, -0.07729, 1.35812)  0.12
H (2.13179, 0.65740, 0.24931)  0.17
H (2.31861, -0.98840, 0.46886)  0.17
H (-0.03521, -0.16072, 3.24037)  0.06
H (0.12051, 1.36429, 3.50266)  0.08
O (0.33597, 0.65053, 2.88408)  -0.04

---

Entry three
The following is a DFT calculation (ωB97M-V with the def2-TZVPD basis set) of a 3-piece molecular cluster, C5H16NO overall.

Summary:
molecular weight: 106.19 g mol⁻¹
Kohn-Sham gap: 5.73 eV
net charge: +1
2S+1: 1
highest occupied orbital energy: -0.470 Eh

Each line ends with the Löwdin charge.
Geometry (Å):
C (-0.98641, 0.18454, -1.72258)  -0.04
C (0.51916, 0.28754, -1.34832)  -0.19
C (0.81867, -0.35446, -0.10713)  0.07
C (1.99018, -0.09361, 0.70399)  -0.20
C (2.99071, -1.23465, 0.34839)  -0.02
N (-3.92561, -0.41463, 1.16794)  0.00
H (-1.26684, -0.80303, -2.05696)  0.09
H (-1.51271, 0.39509, -0.78181)  0.06
H (0.81541, 1.33923, -1.38106)  0.14
H (1.12730, -0.15549, -2.16195)  0.18
H (0.58426, -1.42097, -0.02603)  0.16
H (-0.00875, 1.37558, 0.78198)  -0.02
H (1.86738, -0.05076, 1.79303)  0.16
H (2.42253, 0.88601, 0.47308)  0.14
H (3.91422, -0.96586, 0.86985)  0.11
H (2.62414, -2.21947, 0.62470)  0.10
H (3.29269, -1.14725, -0.69759)  0.10
H (-1.36116, 1.01209, -2.30661)  0.10
H (-4.08930, -1.06806, 0.41322)  0.00
H (-4.20915, 0.50791, 0.85855)  0.01
H (-0.52599, 2.43390, 1.77509)  0.07
H (-4.53792, -0.66677, 1.93408)  0.01
O (-0.54281, 2.17311, 0.84614)  -0.02

---

entry two (13.5 kcal/mol below the next structure)

---

Entry one
The following is a DFT calculation (ωB97M-V with the def2-TZVPD basis set) of a 2-piece molecular cluster, C5H16NO overall.

Summary:
molecular weight: 106.19 g mol⁻¹
Kohn-Sham gap: 11.60 eV
net charge: +1
2S+1: 1
highest occupied orbital energy: -0.547 Eh

Each line ends with the Löwdin charge.
Geometry (Å):
C (-1.74486, 0.20341, 0.25316)  -0.08
C (-0.47763, 0.91049, 0.62081)  -0.29
C (0.52905, 1.15975, -0.65440)  -0.33
C (-0.24174, 2.06943, -1.62044)  -0.10
C (0.90366, -0.16699, -1.51222)  -0.05
N (0.38708, -0.08425, 1.42416)  0.15
H (-2.23689, 0.74188, -0.57796)  0.09
H (-1.67806, -0.89602, 0.15707)  0.09
H (-2.47282, 0.30776, 1.16277)  0.12
H (-0.69665, 1.91143, 1.22182)  0.20
H (1.51066, 1.55329, -0.19954)  0.14
H (0.29409, 2.44745, -2.54039)  0.11
H (-0.96983, 1.31241, -2.02744)  0.08
H (-0.81957, 2.91875, -1.20446)  0.09
H (1.43030, -0.26287, -2.45667)  0.09
H (1.59171, -0.72973, -0.86370)  0.06
H (0.00477, -0.69398, -1.61077)  0.05
H (0.56345, -1.11561, 1.16614)  0.12
H (1.22503, 0.31947, 1.72592)  0.12
H (-0.15530, -0.44354, 2.35650)  0.23
H (1.01243, -3.69410, 0.43049)  0.12
H (0.15476, -3.61242, 1.81611)  0.08
O (0.59019, -3.06637, 1.11919)  -0.10

---

Entry two
The following is a DFT calculation (ωB97M-V with the def2-TZVPD basis set) of a 3-piece molecular cluster, C5H16NO overall.

Summary:
molecular weight: 106.19 g mol⁻¹
Kohn-Sham gap: 5.19 eV
net charge: +1
2S+1: 1
highest occupied orbital energy: -0.545 Eh

Each line ends with the Löwdin charge.
Geometry (Å):
C (-0.57666, -1.35046, -1.39371)  -0.25
C (-0.59159, -1.02210, 0.04991)  -0.20
C (-0.89679, 0.43027, 0.46994)  -0.44
C (-2.22317, 1.01547, -0.14543)  -0.04
C (-0.76057, 0.67756, 1.94910)  -0.06
N (0.28407, -0.44116, -2.11913)  0.17
H (-1.58368, -1.30579, -1.83957)  0.18
H (-0.38241, -2.42280, -1.53619)  0.16
H (0.39088, -1.31592, 0.50361)  0.13
H (-1.31713, -1.68673, 0.53201)  0.14
H (-0.18748, 1.04255, -0.11467)  0.12
H (-3.23487, 0.65249, 0.06644)  0.09
H (-2.04005, 1.29000, -1.17847)  0.08
H (-2.25430, 1.96559, 0.39826)  0.08
H (0.15721, 0.27813, 2.40711)  0.09
H (-0.71549, 1.73670, 2.22554)  0.10
H (-1.64812, 0.19206, 2.34361)  0.10
H (0.76534, -1.02118, -2.81831)  0.13
H (1.07165, -0.25366, -1.40621)  0.02
H (1.96542, -0.25109, -0.21901)  0.42
H (4.39073, 0.91373, 1.27159)  0.04
H (4.43585, 0.09369, 0.05851)  0.00
O (4.95119, 0.78263, 0.49508)  -0.04

---

entry one (138.8 kcal/mol below the next structure)

---

Entry one
The following is a DFT calculation (ωB97M-V with the def2-TZVPD basis set) of a 2-piece molecular cluster, C2H3NS3 overall.

Summary:
molecular weight: 137.25 g mol⁻¹
Kohn-Sham gap: 7.18 eV
net charge: 0
2S+1: 1
highest occupied orbital energy: -0.325 Eh

Each line ends with the Löwdin charge.
Geometry (Å):
C (0.63375, 0.27779, -0.54657)  -1.11
C (0.76637, -0.91490, 0.33329)  -0.67
H (-1.99866, 0.17532, 0.96247)  -0.19
H (-0.28122, 1.82421, -0.65782)  0.11
H (2.16461, -1.28889, 0.15875)  0.16
N (-0.46273, 0.81441, -0.83150)  -0.39
S (-2.09173, 0.34924, -0.39946)  0.72
S (2.11915, 0.84595, -0.74735)  0.77
S (-0.34282, -1.35699, 1.56161)  0.60

---

Entry two
The following is a DFT calculation (ωB97M-V with the def2-TZVPD basis set) of the molecule C2H3NS3.

Summary:
molecular weight: 137.25 g mol⁻¹
structure (SMILES): S=CC(=S)NS
Kohn-Sham gap: 7.29 eV
net charge: 0
2S+1: 1
highest occupied orbital energy: -0.318 Eh

Each line ends with the Löwdin charge.
Geometry (Å):
C (0.65743, 0.52799, -0.03692)  -0.98
C (0.90237, -0.94346, -0.50495)  -0.67
H (-2.16832, -0.57622, 0.81523)  -0.11
H (-0.71532, 1.84913, 0.62487)  0.09
H (1.88000, -1.03154, -0.89825)  0.01
N (-0.58997, 0.91896, 0.24432)  -0.44
S (-1.98150, 0.14030, -0.34567)  0.72
S (2.02205, 1.36143, 0.28905)  0.70
S (-0.00674, -2.24659, -0.18767)  0.68

---

Entry three
The following is a DFT calculation (ωB97M-V with the def2-TZVPD basis set) of the molecule C2H3NS3.

Summary:
molecular weight: 137.25 g mol⁻¹
structure (SMILES): S=CNSC=S
Kohn-Sham gap: 8.34 eV
net charge: 0
2S+1: 1
highest occupied orbital energy: -0.323 Eh

Each line ends with the Löwdin charge.
Geometry (Å):
C (0.75193, 1.42685, 0.13837)  -0.83
C (-0.97586, -1.49513, -0.55447)  -1.02
H (0.66713, 2.18282, 0.94135)  0.07
H (0.50400, 0.08412, 1.67464)  0.10
H (-1.07459, -2.37928, -1.14750)  -0.01
N (0.72380, 0.17858, 0.68397)  -0.43
S (0.91411, 1.83932, -1.41806)  0.62
S (0.72075, -1.25131, -0.22243)  0.87
S (-2.23127, -0.58597, -0.09587)  0.63

---

entry three (13.9 kcal/mol below the next structure)